Entry from the OMol25 dataset: a 2-piece molecular cluster, C2H8NO2 overall (ωB97M-V with the def2-TZVPD basis set).

net charge	+1
calculated total energy	-285.8059	hartree
2S+1	3
strongest force on any atom	4.24	eV Å⁻¹
HOMO energy (spin up / spin down)	-10.4 / -14.7	eV
energy above the lowest of the compared OMol25 structures with the same formula, charge and spin	0.00	kcal/mol
HOMO-LUMO gap (spin up / spin down)	6.698 / 7.672	eV
lowest unoccupied orbital energy (spin up / spin down)	-3.7 / -7.1	eV
<S²>	2.007

The geometry in XYZ format:
```
13
Properties=species:S:1:pos:R:3:forces:R:3
C -1.912379 1.482547 -0.959473 1.0 -1.7 -0.2
C -0.577764 0.775000 -0.453605 0.8 2.5 -3.4
N 1.760316 -1.348363 1.273789 0.2 1.4 -1.9
O -1.927438 1.018344 -2.283022 -0.8 1.4 0.2
O -0.241215 0.078855 0.485793 0.1 -2.0 3.5
H -2.724925 1.026670 -0.432213 -0.5 -0.5 0.2
H -1.893630 2.520738 -0.621860 0.3 0.3 -1.1
H 0.291392 0.985689 -1.158412 -0.8 0.3 0.4
H 2.472669 -0.664484 0.931599 -0.4 -0.7 0.4
H 0.818253 -0.880849 1.002790 0.6 -0.7 0.1
H 1.932649 -2.235069 0.785768 -0.3 0.1 0.4
H -1.228104 1.420701 -2.825626 -0.4 0.1 0.3
H 1.831878 -1.400218 2.264153 0.1 -0.4 1.1
```
Positions in Å, forces in eV/Å.



Entry from the OMol25 dataset: H2O4S2 as an isolated structure (ωB97M-V with the def2-TZVPD basis set).

net charge	0
calculated total energy	-1098.1804	hartree
2S+1	3
strongest force on any atom	4.56	eV Å⁻¹
HOMO energy (spin up / spin down)	-8.2 / -10.0	eV
energy above the lowest of the compared OMol25 structures with the same formula, charge and spin	57.29	kcal/mol
HOMO-LUMO gap (spin up / spin down)	8.439 / 6.584	eV
lowest unoccupied orbital energy (spin up / spin down)	0.3 / -3.4	eV
<S²>	2.011

The geometry in XYZ format:
```
8
Properties=species:S:1:pos:R:3:forces:R:3
O -0.718027 -1.369414 -0.902986 -1.5 -2.3 0.9
O -0.524604 0.355619 2.111969 -0.1 -0.1 0.6
O -0.646241 1.256690 1.037760 2.7 -0.5 -1.3
O 0.552935 1.185781 0.349563 -2.3 2.8 2.8
S 0.430436 0.462446 -2.762920 0.9 -0.2 0.3
S 0.392233 -0.483256 -1.063724 -0.4 0.9 -2.5
H -1.032284 -0.430581 1.852238 -0.2 0.1 -0.4
H 1.545552 -0.977284 -0.621900 0.9 -0.7 -0.4
```
Positions in Å, forces in eV/Å.



- What is the strongest force on any atom in the second record?
  4.56 eV Å⁻¹



Repeat the second record exactly.
Entry from the OMol25 dataset: H2O4S2 as an isolated structure (ωB97M-V with the def2-TZVPD basis set).

net charge	0
calculated total energy	-1098.1804	hartree
2S+1	3
strongest force on any atom	4.56	eV Å⁻¹
HOMO energy (spin up / spin down)	-8.2 / -10.0	eV
energy above the lowest of the compared OMol25 structures with the same formula, charge and spin	57.29	kcal/mol
HOMO-LUMO gap (spin up / spin down)	8.439 / 6.584	eV
lowest unoccupied orbital energy (spin up / spin down)	0.3 / -3.4	eV
<S²>	2.011

The geometry in XYZ format:
```
8
Properties=species:S:1:pos:R:3:forces:R:3
O -0.718027 -1.369414 -0.902986 -1.5 -2.3 0.9
O -0.524604 0.355619 2.111969 -0.1 -0.1 0.6
O -0.646241 1.256690 1.037760 2.7 -0.5 -1.3
O 0.552935 1.185781 0.349563 -2.3 2.8 2.8
S 0.430436 0.462446 -2.762920 0.9 -0.2 0.3
S 0.392233 -0.483256 -1.063724 -0.4 0.9 -2.5
H -1.032284 -0.430581 1.852238 -0.2 0.1 -0.4
H 1.545552 -0.977284 -0.621900 0.9 -0.7 -0.4
```
Positions in Å, forces in eV/Å.



- Which of these has the highest strongest force on any atom?
  H2O4S2